No. 1
# C29H34Cl2GeN2O6RuS3

A molecular structure, C29H34Cl2GeN2O6RuS3 (wB97M-V/def2-TZVPD, the Open Molecules 2025 dataset).

Each line ends with the Mulliken spin population.
Atoms and positions in Å:
Ru -1.58 -1.06 -0.33  3.57
C -4.59 -4.11 -1.11  -0.01
O -5.53 -3.94 -0.06  0.00
C -5.21 -3.18 1.03  0.03
C -5.92 -3.47 2.17  -0.01
C -5.71 -2.78 3.37  0.03
C -4.77 -1.79 3.41  -0.02
C -4.06 -1.42 2.26  -0.03
C -3.21 -0.27 2.34  0.04
N -2.56 0.27 1.37  0.14
N -1.99 1.47 1.67  0.04
C -1.04 1.85 0.87  0.02
O -0.58 1.18 -0.13  0.06
C -0.41 3.17 1.16  0.00
C -0.83 3.97 2.22  0.00
C -0.22 5.19 2.46  0.00
C 0.81 5.63 1.64  0.00
C 1.24 4.84 0.58  0.00
C 0.62 3.61 0.34  0.01
C -4.25 -2.11 1.02  0.03
O -3.62 -1.74 -0.05  0.09
H -3.58 -4.27 -0.71  0.00
H -4.58 -3.26 -1.78  0.00
H -4.90 -5.01 -1.65  0.00
H -6.66 -4.26 2.10  0.00
H -6.29 -3.04 4.24  0.00
H -4.58 -1.25 4.33  0.00
H -3.16 0.23 3.31  0.01
H -1.62 3.61 2.86  0.00
H -0.55 5.81 3.28  0.00
H 1.28 6.59 1.81  0.00
H 2.04 5.17 -0.07  0.00
H 0.93 2.99 -0.49  -0.01
Cl -1.90 -2.90 -2.72  0.03
C -2.00 -1.80 -4.04  0.02
C -1.86 -2.29 -5.33  -0.01
C -1.95 -1.43 -6.41  0.02
C -2.17 -0.08 -6.21  -0.01
C -2.28 0.41 -4.92  0.02
Cl -2.52 2.10 -4.70  0.00
C -2.21 -0.43 -3.79  -0.01
S -2.43 0.27 -2.20  0.23
H -1.68 -3.34 -5.48  0.00
H -1.84 -1.82 -7.42  0.00
H -2.25 0.60 -7.04  0.00
C 4.95 -1.34 3.36  0.00
C 4.28 -0.44 2.34  0.02
C 2.93 0.09 2.83  0.00
C 2.24 0.97 1.80  0.11
Ge 1.60 -0.07 0.13  0.32
C 3.05 -0.12 -1.38  0.15
C 3.98 1.08 -1.20  0.01
C 4.76 1.42 -2.48  0.00
C 5.65 2.64 -2.29  0.00
H 5.89 -1.74 2.97  0.00
H 4.30 -2.17 3.62  0.00
H 5.18 -0.78 4.28  0.00
H 4.10 -1.00 1.41  -0.01
H 4.93 0.41 2.09  0.00
H 3.07 0.67 3.75  0.00
H 2.29 -0.76 3.07  0.00
H 2.90 1.77 1.44  -0.01
H 1.33 1.42 2.19  0.01
H -0.25 -1.17 -1.11  -0.10
H 2.46 -0.03 -2.29  0.00
H 3.58 -1.07 -1.38  0.00
H 4.69 0.88 -0.39  0.00
H 3.39 1.96 -0.91  0.01
H 4.05 1.61 -3.29  0.00
H 5.36 0.56 -2.77  0.00
H 5.06 3.52 -2.05  0.00
H 6.22 2.85 -3.20  0.00
H 6.36 2.48 -1.48  0.00
O -0.24 -0.98 1.92  0.03
S 0.43 -2.26 1.65  -0.05
O 1.68 -1.99 0.80  0.02
O 0.79 -3.02 2.81  0.02
S -0.86 -3.30 0.52  0.15

Calculated values
energy relative to the best compared isomer or geometry (same formula, charge and spin): 61.55 kcal/mol
Kohn-Sham gap (alpha / beta): 6.6 / 5.7 eV
HOMO energy (alpha / beta): -4.2718 / -4.8381 eV
spin multiplicity: 6
net charge: -1

No. 2
# C29H34ClI2N4O2PbS2

A molecular structure, C29H34ClI2N4O2PbS2 (wB97M-V/def2-TZVPD, the Open Molecules 2025 dataset).

Each line ends with the Mulliken charge.
Atoms and positions in Å:
Pb -0.49 -0.22 0.12  1.04
Cl 1.58 4.93 5.21  -0.22
C 0.79 3.72 4.27  -0.05
C 0.07 2.69 4.91  -0.49
C -0.56 1.73 4.17  -0.66
C -0.49 1.69 2.75  -0.06
O -1.08 0.72 2.14  -0.43
C 0.22 2.75 2.12  0.25
C 0.17 2.99 0.71  -0.27
N -0.09 2.13 -0.21  0.84
C -0.32 2.56 -1.54  -0.77
C 0.39 3.56 -2.16  0.08
C 0.05 3.98 -3.46  -1.11
C -1.01 3.42 -4.12  -0.83
C -1.75 2.38 -3.52  1.06
C -2.87 1.77 -4.13  -0.82
C -3.54 0.78 -3.48  -1.05
C -3.07 0.35 -2.22  -0.21
N -2.03 0.88 -1.63  0.04
C -1.38 1.92 -2.23  0.45
C 0.83 3.76 2.91  -0.91
H 0.02 2.68 5.99  0.44
H -1.12 0.94 4.66  0.47
H 0.32 4.03 0.41  0.51
H 1.22 4.02 -1.65  0.44
H 0.62 4.77 -3.93  0.42
H -1.29 3.76 -5.11  0.45
H -3.18 2.10 -5.11  0.47
H -4.41 0.30 -3.91  0.46
H -3.56 -0.46 -1.70  0.47
H 1.34 4.58 2.41  0.43
I 2.89 -2.83 -0.06  0.09
C 3.42 -1.75 1.70  -0.99
I 2.38 0.09 1.96  0.15
H 4.48 -1.53 1.65  0.52
H 3.18 -2.38 2.55  0.51
N 0.59 -3.87 -6.96  -0.26
C -0.45 -3.97 -6.12  0.27
S -1.77 -4.88 -6.49  -0.37
C -0.35 -3.21 -4.83  1.20
C 0.76 -2.45 -4.48  -0.75
C 0.77 -1.76 -3.28  -1.19
N -0.24 -1.79 -2.42  0.47
C -1.30 -2.53 -2.74  -0.42
C -1.40 -3.24 -3.92  -0.74
H 0.54 -4.39 -7.82  0.21
H 1.41 -3.34 -6.75  0.13
H 1.64 -2.38 -5.11  0.29
H 1.62 -1.15 -2.99  0.37
H -2.09 -2.58 -2.00  0.24
H -2.28 -3.83 -4.14  0.44
C 4.55 0.86 -1.44  -1.07
S 2.78 1.12 -1.69  0.43
C 2.76 1.26 -3.49  -1.14
H 4.86 -0.11 -1.84  0.31
H 4.72 0.88 -0.36  0.29
H 5.11 1.66 -1.91  0.38
H 3.32 2.14 -3.81  0.41
H 1.72 1.37 -3.79  0.20
H 3.18 0.37 -3.95  0.43
C -0.24 -3.69 2.13  -0.94
C -0.91 -3.71 0.77  -0.24
O -1.83 -2.63 0.60  0.00
C -3.11 -2.81 1.21  -0.35
C -3.62 -1.47 1.70  -1.03
H 0.52 -4.48 2.18  0.42
H -0.95 -3.84 2.94  0.35
H 0.25 -2.72 2.29  0.08
H -1.43 -4.66 0.61  0.35
H -0.17 -3.59 -0.02  0.06
H -3.04 -3.52 2.03  0.41
H -3.79 -3.24 0.46  0.26
H -2.96 -1.06 2.46  0.16
H -4.62 -1.58 2.12  0.49
H -3.68 -0.75 0.88  0.15

Calculated values
energy relative to the best compared isomer or geometry (same formula, charge and spin): 16.24 kcal/mol
Kohn-Sham gap: 7.1 eV
HOMO energy: -10.1309 eV
net charge: +1

No. 3
# C29H34ClIrN4O4SbSe

A molecular structure, C29H34ClIrN4O4SbSe (wB97M-V/def2-TZVPD, the Open Molecules 2025 dataset).

Each line ends with the Mulliken spin population.
Atoms and positions in Å:
Ir 2.41 2.01 -0.04  2.93
N 1.09 4.08 -0.57  0.14
N -0.23 3.66 -0.40  0.00
C -0.50 2.51 0.28  -0.06
O -1.66 2.08 0.21  0.10
O 0.48 1.98 0.96  0.19
H 1.30 4.87 0.05  -0.01
H 1.25 4.37 -1.53  -0.01
H -0.98 4.12 -0.90  0.00
C -1.09 0.75 -2.73  0.05
C -1.64 -0.64 -2.81  -0.05
C -1.89 -1.24 -4.05  0.00
C -2.38 -2.53 -4.14  0.00
C -2.63 -3.26 -2.99  0.01
C -2.39 -2.70 -1.74  0.05
C -1.92 -1.40 -1.67  0.14
Sb -1.59 -0.58 0.33  0.41
C -3.64 0.30 0.57  0.03
C -4.44 0.33 -0.56  0.03
C -5.61 1.07 -0.51  0.00
C -5.95 1.74 0.66  0.01
C -5.13 1.68 1.77  0.00
C -3.94 0.95 1.76  -0.02
C -3.04 0.93 2.95  0.01
C -1.78 -2.13 1.93  0.18
C -0.64 -2.27 2.70  -0.04
C -0.61 -3.20 3.73  0.01
C -1.74 -3.96 3.98  -0.01
C -2.87 -3.81 3.20  0.02
C -2.93 -2.88 2.16  0.06
C -4.22 -2.74 1.41  0.02
H -0.86 1.14 -3.72  0.00
H -0.17 0.75 -2.14  -0.01
H -1.80 1.42 -2.25  0.00
H -1.68 -0.68 -4.95  0.00
H -2.56 -2.97 -5.11  0.00
H -3.00 -4.27 -3.05  0.00
H -2.57 -3.28 -0.85  0.00
H -4.17 -0.19 -1.47  0.00
H -6.25 1.12 -1.38  0.00
H -6.86 2.33 0.70  0.00
H -5.40 2.21 2.67  0.00
H -3.44 1.54 3.76  0.00
H -2.06 1.34 2.67  0.00
H -2.90 -0.09 3.32  0.00
H 0.24 -1.66 2.49  0.01
H 0.29 -3.32 4.31  0.00
H -1.75 -4.66 4.80  0.00
H -3.75 -4.41 3.39  0.00
H -4.60 -3.72 1.15  0.00
H -4.12 -2.16 0.50  -0.01
H -4.97 -2.25 2.04  0.00
C 6.85 2.30 -2.79  0.01
N 6.86 1.95 -1.38  0.02
C 7.85 1.30 -0.71  0.02
C 7.42 1.11 0.57  0.01
N 6.17 1.65 0.66  0.01
C 5.33 1.60 1.84  0.01
C 5.84 2.17 -0.53  -0.02
Se 4.33 3.21 -0.93  0.46
H 7.84 2.15 -3.21  0.00
H 6.55 3.34 -2.91  0.00
H 6.13 1.67 -3.32  -0.01
H 8.78 1.03 -1.17  0.00
H 7.91 0.64 1.40  0.00
H 5.90 1.18 2.67  0.00
H 4.47 0.95 1.64  0.01
H 4.98 2.59 2.11  -0.01
Cl 1.28 -2.98 -0.13  0.01
C 2.71 -2.20 -0.82  0.02
C 2.60 -0.71 -0.60  0.00
O 3.63 -0.07 -0.29  0.12
O 1.50 -0.12 -0.73  0.12
H 2.71 -2.42 -1.89  0.00
H 3.60 -2.61 -0.35  0.00

Calculated values
Kohn-Sham gap (alpha / beta): 7.5 / 3.7 eV
HOMO energy (alpha / beta): -12.7502 / -12.7643 eV
spin multiplicity: 6
net charge: +2

No. 4
# C29H34F5N2OS2Sb2Ta

A molecular structure, C29H34F5N2OS2Sb2Ta (wB97M-V/def2-TZVPD, the Open Molecules 2025 dataset).

Each line ends with the Mulliken charge.
Atoms and positions in Å:
Ta -0.60 -0.61 -0.83  1.08
C 2.57 -3.16 -1.34  -1.21
Sb 2.10 -1.13 -1.71  0.76
C 2.29 -0.87 -3.80  -1.17
C 3.61 0.17 -0.86  -1.21
C 3.91 1.28 -1.82  0.51
C 4.93 1.08 -2.75  -0.61
C 5.24 2.06 -3.68  -0.74
C 4.52 3.25 -3.70  -0.75
C 3.52 3.46 -2.77  -0.58
C 3.19 2.49 -1.82  0.48
C 2.15 2.80 -0.80  -1.23
Sb 0.17 2.18 -1.39  0.96
C 0.00 2.76 -3.41  -1.20
C -1.16 3.43 -0.31  -1.19
H 3.51 -3.37 -1.85  0.48
H 1.78 -3.79 -1.75  0.40
H 2.68 -3.33 -0.27  0.40
H 3.32 -1.09 -4.05  0.47
H 2.07 0.17 -4.07  0.26
H 1.62 -1.56 -4.32  0.55
H 4.46 -0.50 -0.74  0.77
H 3.28 0.48 0.13  0.44
H 5.51 0.17 -2.72  0.52
H 6.05 1.90 -4.38  0.47
H 4.77 4.02 -4.42  0.47
H 3.00 4.41 -2.76  0.49
H 2.04 3.88 -0.66  0.97
H 2.35 2.37 0.18  0.19
H -0.09 3.84 -3.44  0.47
H -0.88 2.30 -3.86  0.47
H 0.90 2.45 -3.95  0.33
H -0.90 4.46 -0.55  0.49
H -1.05 3.27 0.76  0.38
H -2.19 3.24 -0.61  0.40
F -6.85 -0.99 -2.78  -0.21
C -5.56 -1.13 -2.80  0.70
C -4.77 -0.28 -2.01  -0.24
F -5.30 0.63 -1.24  -0.23
C -3.41 -0.46 -2.08  0.19
F -2.56 0.35 -1.28  -0.21
C -2.77 -1.41 -2.86  0.48
S -1.01 -1.48 -2.94  -0.33
C -3.58 -2.25 -3.63  0.09
F -3.03 -3.17 -4.38  -0.26
C -4.97 -2.10 -3.60  0.16
F -5.71 -2.88 -4.34  -0.19
C -4.55 -2.01 5.39  -1.33
C -4.11 -2.06 3.93  -0.25
C -2.79 -2.82 3.82  -0.55
N -2.37 -2.93 2.39  0.00
C -1.31 -2.50 1.82  0.20
S -1.05 -2.81 0.11  -0.33
N -0.34 -1.84 2.60  0.17
C 0.07 -0.57 2.29  0.31
O -0.27 -0.10 1.13  -0.84
C 0.81 0.19 3.23  0.68
C 1.08 -0.30 4.53  -0.40
C 1.80 0.46 5.42  -1.03
C 2.25 1.73 5.04  -0.41
C 1.97 2.24 3.77  -0.86
C 1.26 1.48 2.87  0.18
H -5.50 -1.49 5.47  0.37
H -3.83 -1.50 6.02  0.36
H -4.70 -3.02 5.79  0.36
H -3.98 -1.05 3.54  0.28
H -4.87 -2.56 3.33  0.39
H -2.91 -3.85 4.16  0.39
H -1.99 -2.35 4.38  0.22
H -3.03 -3.44 1.80  0.34
H 0.33 -2.44 3.08  0.35
H 0.70 -1.27 4.85  0.41
H 2.01 0.09 6.41  0.48
H 2.80 2.33 5.74  0.46
H 2.31 3.23 3.50  0.51
H 1.02 1.87 1.89  0.23

Calculated values
energy relative to the best compared isomer or geometry (same formula, charge and spin): 13.97 kcal/mol
Kohn-Sham gap: 4.8 eV
HOMO energy: -18.4700 eV
net charge: +4

In the order shown, the computed maximum force values come out to 2.9; 0.4; 3.2; 0.6 eV/A.